Version a
Density functional theory data (ωB97M-V/def2-TZVPD) for a 14-piece molecular cluster, H28O14 overall.

Last column: natural (NBO) charge in e.
Atoms and positions in Å:
O -2.259 -0.768 -1.429  -0.93
H -2.621 -1.606 -1.684  0.49
H -2.803 -0.175 -1.872  0.49
O 2.479 -2.237 -0.694  -0.98
H 1.558 -1.950 -0.313  0.52
H 2.937 -2.843 -0.103  0.47
O 2.223 0.170 -3.141  -0.93
H 1.412 -0.188 -2.931  0.48
H 2.691 -0.399 -3.861  0.48
O 2.248 -0.359 1.861  -0.97
H 2.428 -0.290 0.946  0.48
H 2.037 -1.296 1.717  0.46
O -0.128 -0.160 -3.015  -0.95
H -0.412 -0.570 -3.898  0.48
H -0.950 -0.245 -2.539  0.48
O 0.692 -1.842 2.827  -0.97
H 0.327 -1.805 2.025  0.49
H 0.031 -1.909 3.574  0.49
O 3.014 -0.304 -0.676  -1.05
H 2.576 -0.202 -1.601  0.50
H 3.407 -1.139 -0.462  0.49
O -2.315 -0.446 2.209  -1.01
H -1.572 0.142 2.716  0.48
H -2.335 0.107 1.334  0.47
O -0.259 3.127 -1.864  -0.95
H -0.690 3.055 -0.886  0.48
H -0.973 3.623 -2.361  0.46
O -0.147 -2.023 0.202  -1.05
H -0.392 -3.000 0.280  0.50
H -0.992 -1.385 -0.270  0.55
O -1.100 3.707 0.903  -0.97
H -0.278 3.235 0.802  0.48
H -1.458 3.577 1.879  0.51
O -3.195 1.149 0.308  -0.95
H -2.224 1.369 0.279  0.50
H -3.508 1.588 -0.616  0.46
O -0.233 0.460 0.038  -0.97
H -0.161 0.041 -0.763  0.47
H 0.528 0.474 0.575  0.51
O -0.033 0.763 3.287  -0.98
H -0.257 0.447 4.144  0.46
H 0.726 0.124 3.058  0.53

Summary:
* HOMO energy: -8.82 eV
* lowest unoccupied orbital energy: -0.62 eV



Version b
Density functional theory data (ωB97M-V/def2-TZVPD) for a 14-piece molecular cluster, H28O14 overall.

Last column: natural (NBO) charge in e.
Atoms and positions in Å:
H -0.896 0.440 -0.004  0.48
H 0.390 -0.298 0.331  0.47
H 0.724 2.769 -0.820  0.47
H 1.781 3.778 -1.238  0.45
H -2.596 -3.503 -1.626  0.48
H -2.722 -4.674 -0.666  0.46
H 2.098 -0.358 4.845  0.46
H 2.677 -1.497 4.023  0.47
H 0.228 -0.442 -3.436  0.46
H 1.317 0.283 -4.209  0.46
H 1.851 -3.697 1.455  0.47
H 2.589 -4.068 2.730  0.46
H 4.634 -1.995 -0.493  0.47
H 3.619 -1.773 0.617  0.47
H -1.653 4.623 0.242  0.46
H -3.096 4.149 0.185  0.46
H -2.341 -0.385 1.527  0.50
H -2.939 1.009 1.426  0.46
H 2.023 3.408 2.430  0.47
H 1.291 2.571 3.466  0.47
H -1.178 0.906 -5.557  0.46
H -0.956 1.564 -4.205  0.48
H -2.192 -1.751 -2.958  0.48
H -2.196 -2.808 -4.050  0.47
H 2.302 1.544 0.559  0.46
H 2.480 0.909 -0.810  0.49
H -3.510 -0.662 2.868  0.46
H -2.634 -0.118 3.985  0.47
O -0.310 -0.252 -0.330  -0.97
O 1.369 2.951 -1.513  -0.92
O -3.133 -3.833 -0.897  -0.95
O 1.844 -1.065 4.241  -0.93
O 1.106 -0.058 -3.333  -0.92
O 1.734 -3.760 2.409  -0.93
O 4.086 -1.313 -0.090  -0.94
O -2.446 4.669 -0.303  -0.93
O -2.299 0.424 1.004  -0.95
O 2.173 2.862 3.210  -0.94
O -1.636 1.401 -4.868  -0.94
O -2.691 -2.510 -3.279  -0.94
O 1.874 1.459 -0.301  -0.95
O -2.767 -0.899 3.435  -0.92

Summary:
* HOMO energy: -8.68 eV
* lowest unoccupied orbital energy: -0.23 eV



The winner here is version b, beating the second structure by 2.564 eV.



Version a
Density functional theory data (ωB97M-V/def2-TZVPD) for one molecule with the formula H5NO3Si.

Last column: natural (NBO) charge in e.
Atoms and positions in Å:
N -0.126 -1.435 -0.508  -1.33
Si 0.094 0.118 0.093  2.34
O -1.214 0.903 0.611  -1.10
O 0.716 0.802 -1.271  -1.09
O 1.015 0.177 1.444  -1.12
H -0.384 -2.254 -0.085  0.39
H 0.138 -1.619 -1.456  0.40
H -2.039 0.693 0.301  0.49
H 0.923 1.684 -1.303  0.49
H 0.877 0.931 2.175  0.52

Summary:
* HOMO energy: -10.04 eV
* lowest unoccupied orbital energy: 0.51 eV
* SMILES: N[Si](O)(O)O



Version b
Density functional theory data (ωB97M-V/def2-TZVPD) for a 2-piece molecular cluster, H5NO3Si overall.

Last column: natural (NBO) charge in e.
Atoms and positions in Å:
O -0.808 1.600 0.419  -1.20
Si -1.165 0.523 -0.565  2.34
O -0.182 -0.329 -1.651  -1.07
O -2.634 -0.010 -0.948  -1.09
H 0.671 -0.257 -1.187  0.50
H -2.645 -0.706 -1.614  0.52
N 1.533 -0.458 1.310  -1.08
H 1.565 -0.241 2.281  0.37
H 1.181 0.409 0.929  0.37
H 2.483 -0.533 1.025  0.35

Summary:
* HOMO energy: -10.74 eV
* lowest unoccupied orbital energy: -0.10 eV
* SMILES: O=[Si](O)O.N



The winner here is version a, beating the second structure by 2.004 eV.



Version a
Density functional theory data (ωB97M-V/def2-TZVPD) for an isolated ion of composition C6H12N and charge +1.

Last column: natural (NBO) charge in e.
Atoms and positions in Å:
C 1.743 0.903 -1.370  -0.29
C 0.973 0.708 -0.287  -0.26
C -0.292 0.036 -0.190  0.07
C -0.980 -0.509 -1.380  -0.65
N -1.267 0.879 0.578  -0.70
C 0.172 -1.249 0.831  -0.19
C 0.405 -1.014 2.142  -0.41
H 2.632 1.352 -1.440  0.21
H 1.646 0.514 -2.354  0.20
H 1.146 1.398 0.494  0.21
H -1.623 -1.427 -1.230  0.25
H -0.317 -0.904 -2.139  0.26
H -1.496 0.318 -1.771  0.22
H -1.026 0.619 1.639  0.47
H -2.250 0.605 0.401  0.46
H -1.082 1.834 0.390  0.44
H 0.629 -2.191 0.340  0.26
H 0.838 -1.844 2.637  0.25
H 0.150 -0.026 2.709  0.19

Summary:
* total charge: +1
* HOMO energy: -13.61 eV
* lowest unoccupied orbital energy: -3.41 eV
* SMILES: C=CC(C)([NH3+])C=C



Version b
Density functional theory data (ωB97M-V/def2-TZVPD) for an isolated ion of composition C6H12N and charge +1.

Last column: natural (NBO) charge in e.
Atoms and positions in Å:
C -1.841 -0.838 0.398  -0.63
C -0.801 0.096 -0.146  -0.03
C -0.549 1.573 0.212  -0.21
N 0.929 1.345 0.176  -0.54
C 0.711 -0.089 -0.224  0.14
C 1.657 -1.061 0.308  -0.66
C -0.144 -0.142 -1.443  -0.41
H -2.623 -0.265 0.786  0.24
H -1.556 -1.457 1.237  0.24
H -2.199 -1.370 -0.500  0.24
H -0.805 2.242 -0.648  0.23
H -0.843 2.158 1.083  0.26
H 1.569 1.904 -0.592  0.44
H 1.506 1.188 1.016  0.45
H 1.729 -1.128 1.400  0.24
H 2.614 -0.918 -0.197  0.24
H 1.076 -1.964 -0.019  0.26
H -0.233 -1.174 -1.798  0.26
H -0.028 0.541 -2.212  0.23

Summary:
* total charge: +1
* HOMO energy: -14.50 eV
* lowest unoccupied orbital energy: -3.38 eV
* SMILES: C[C@@]12C[NH2+][C@]1(C)C2



Version c
Density functional theory data (ωB97M-V/def2-TZVPD) for an isolated ion of composition C6H12N and charge +1.

Last column: natural (NBO) charge in e.
Atoms and positions in Å:
C 0.437 -2.836 1.659  -0.69
C 0.774 -1.662 0.759  0.31
N 0.145 -0.516 0.786  -0.42
C 0.390 0.695 0.159  -0.12
C 0.751 0.692 -1.290  -0.43
C -0.652 1.096 -0.938  -0.18
C -1.289 2.434 -1.016  -0.64
H 0.069 -2.488 2.712  0.26
H 1.058 -3.738 1.661  0.29
H -0.438 -3.111 1.113  0.27
H 1.368 -1.781 -0.208  0.24
H -0.328 -0.316 1.721  0.43
H 0.643 1.507 0.819  0.25
H 0.860 -0.212 -1.881  0.24
H 1.488 1.442 -1.563  0.25
H -1.369 0.251 -1.165  0.22
H -0.645 3.294 -0.645  0.23
H -2.179 2.447 -0.245  0.23
H -1.695 2.566 -2.153  0.25

Summary:
* total charge: +1
* HOMO energy: -14.02 eV
* lowest unoccupied orbital energy: -4.66 eV
* SMILES: C/C=[NH+]/[C@H]1C[C@@H]1C



Version d
Density functional theory data (ωB97M-V/def2-TZVPD) for an isolated ion of composition C6H12N and charge +1.

Last column: natural (NBO) charge in e.
Atoms and positions in Å:
C 1.420 -1.517 -0.528  -0.62
C 0.107 -0.919 -0.853  -0.21
N -0.433 0.066 0.150  -0.36
C -1.770 0.537 -0.208  -0.40
C 0.346 1.421 0.379  -0.10
C 0.016 1.954 1.734  -0.18
C 1.128 1.259 1.629  -0.13
H 2.168 -0.688 -0.567  0.21
H 1.311 -1.986 0.382  0.21
H 1.736 -2.298 -1.106  0.25
H -0.490 -1.805 -0.928  0.23
H 0.133 -0.419 -1.737  0.21
H -0.509 -0.257 1.139  0.44
H -1.855 1.055 -1.110  0.24
H -2.284 -0.472 -0.380  0.22
H -2.149 0.936 0.649  0.22
H 0.604 1.861 -0.532  0.23
H -0.560 2.629 2.352  0.27
H 1.886 0.737 2.069  0.25

Summary:
* total charge: +1
* HOMO energy: -14.90 eV
* lowest unoccupied orbital energy: -3.13 eV
* SMILES: CC[N@H+](C)C1C=C1



The winner here is version c, beating the second structure by 0.075 eV.



Version a
Density functional theory data (ωB97M-V/def2-TZVPD) for a 2-piece molecular cluster, C3H11NO overall.

Last column: natural (NBO) charge in e.
Atoms and positions in Å:
C -0.556 -1.328 -1.563  -0.61
C 0.716 -0.572 -1.202  -0.21
N 0.654 -0.024 0.150  -0.66
C 0.776 1.397 0.389  -0.40
H -0.677 -2.124 -0.858  0.20
H -0.549 -1.709 -2.576  0.21
H -1.440 -0.734 -1.366  0.21
H 0.805 0.283 -1.872  0.18
H 1.601 -1.167 -1.305  0.18
H 1.063 -0.620 0.849  0.37
H 1.803 1.779 0.262  0.17
H 0.060 1.991 -0.166  0.20
H 0.644 1.514 1.471  0.19
O -1.702 0.422 3.007  -0.93
H -2.052 -0.133 2.283  0.47
H -1.146 1.027 2.498  0.46

Summary:
* HOMO energy: -8.56 eV
* lowest unoccupied orbital energy: 0.96 eV
* SMILES: CCNC.O



Version b
Density functional theory data (ωB97M-V/def2-TZVPD) for a 2-piece molecular cluster, C3H11NO overall.

Last column: natural (NBO) charge in e.
Atoms and positions in Å:
C -0.675 2.003 0.540  -0.62
C 0.026 0.706 0.177  0.10
C 1.067 0.906 -0.912  -0.63
O -0.970 -0.212 -0.248  -0.76
H -1.415 1.815 1.316  0.21
H -1.190 2.399 -0.334  0.21
H 0.035 2.746 0.902  0.20
H 0.516 0.316 1.080  0.14
H 1.839 1.618 -0.604  0.20
H 0.584 1.293 -1.808  0.21
H 1.556 -0.039 -1.161  0.20
H -0.608 -1.108 -0.151  0.50
N 0.296 -2.800 0.409  -1.08
H 0.497 -2.748 1.403  0.37
H 1.183 -2.866 -0.077  0.37
H -0.193 -3.674 0.258  0.37

Summary:
* HOMO energy: -9.60 eV
* lowest unoccupied orbital energy: 0.80 eV
* SMILES: CC(C)O.N



The winner here is version b, beating the second structure by 0.885 eV.